[1]
The following is a quantum chemistry calculation of a 2-piece molecular cluster, CH3O2S2 overall at a distorted geometry, from OMol25.

Structure (XYZ):
```
8
Properties=species:S:1:pos:R:3:lowdin_charge:R:1
S -1.19952 0.27200 -0.21063 0.724
S 1.53423 -0.64680 0.65582 0.289
O -0.96228 -1.38733 -0.45547 -0.473
O -1.81555 0.45180 1.13109 -0.573
C 0.60460 0.67294 0.10857 -0.979
H 0.83464 0.70887 -1.55162 0.081
H -0.00223 -1.67506 -0.23980 -0.069
H 1.00609 1.60358 0.56203 -0.001
```

- calculated total energy (eV) = -26849.6642
- HOMO energy (eV) = -3.21
- E_LUMO (eV) = 3.7371
- energy relative to the best compared isomer or geometry (same formula, charge and spin) (kcal per mole) = 74.5
- net charge = -1

---

[2]
The following is a quantum chemistry calculation of C44H48BaFN10O3S as an isolated structure at a distorted geometry, from OMol25.

Structure (XYZ):
```
108
Properties=species:S:1:pos:R:3:lowdin_charge:R:1
Ba -0.08510 1.09893 -0.20440 1.948
S -2.34730 -0.14102 -2.11075 0.501
F -0.17153 -1.20077 -7.26952 0.060
O 0.37518 0.99152 -2.81978 -0.194
O 0.75201 3.48098 -1.16227 -0.087
O -1.38102 2.95020 -0.78758 -0.274
N 3.81301 2.53218 10.54649 0.164
N -1.59340 3.68550 -5.14813 -0.035
N 2.20122 2.91178 3.96481 -0.014
N -4.69690 -0.34948 -0.86273 0.048
N -3.42796 0.37317 -10.67142 0.056
N -3.00529 -0.99882 0.44010 -0.051
N 0.96284 -0.84882 1.70483 0.017
N -1.67910 -0.88844 0.81097 -0.128
N 1.16100 2.42965 2.07820 -0.020
N -1.69534 0.58936 -8.86708 -0.097
C 2.11027 3.41410 1.83734 -0.128
C -2.64904 1.66876 -10.80233 -0.067
C -0.65413 3.09535 -3.02620 -0.048
C 3.36291 -1.14623 -2.25216 -0.187
C 3.30132 0.25028 -2.22488 -0.044
C -0.42057 3.28371 -1.54384 -0.797
C 2.50529 1.61544 5.98903 0.004
C -2.24659 4.72317 -5.95076 -0.195
C -1.56778 2.13356 -7.02017 0.049
C 3.88484 0.97809 -1.20525 -0.037
C -1.28281 5.47861 -6.84793 -0.061
C -3.34502 -0.48470 -0.73871 -0.916
C 4.70483 -1.03765 -0.23301 -0.051
C 1.56181 -2.10006 4.10299 -0.059
C 4.07753 -1.77268 -1.24010 -0.022
C -1.31918 -1.76093 1.68223 -0.299
C 3.12696 -1.50246 -4.73282 -0.069
C -0.21208 1.81829 -3.53034 -0.367
C -1.70835 -0.78685 -9.35656 -0.131
C -1.24358 0.89995 -7.55248 -0.136
C 2.52374 -1.34493 3.45677 -0.073
C 2.90120 3.99596 6.02982 0.005
C 2.75891 3.72339 2.99011 -0.043
C 3.19036 2.68523 8.02542 -0.222
C 4.61116 0.34526 -0.18854 -0.298
C 3.53641 2.59977 9.43354 -0.171
C -0.53792 -0.00556 -6.74972 -0.183
C -0.20104 0.29332 -5.46609 0.099
C -2.47660 -0.79878 -10.68480 -0.070
C -1.30283 3.94826 -3.83732 0.042
C 0.03522 -1.60302 2.31913 -0.223
C -0.52946 1.53467 -4.92659 -0.046
C 2.65884 -3.41734 -3.17768 -0.081
C 0.30693 -2.22842 3.53249 -0.017
C 2.81982 1.53813 7.33346 -0.011
C 2.16629 -0.73098 2.26839 -0.151
C -2.20658 -2.89120 2.09612 -0.047
C 3.23467 3.91279 7.37184 -0.010
C -1.39244 1.52898 -9.93904 -0.128
C 2.54196 2.84518 5.34801 -0.177
C -1.21927 2.47109 -5.70513 -0.113
C 5.27285 1.14398 0.90801 -0.049
C 1.24532 2.16743 3.35533 -0.166
C 2.62216 -1.90376 -3.34632 -0.380
H 0.32020 -0.43333 -4.85329 0.131
H -1.81463 6.24126 -7.41962 0.081
H 2.25601 -3.73346 -2.21387 0.082
H -4.13877 0.29594 -11.39686 0.184
H 5.25879 -1.55911 0.54133 0.113
H -2.72975 -3.27242 1.22198 0.077
H 5.63542 0.49907 1.71113 0.076
H 2.90261 4.95271 5.52470 0.120
H -2.15459 2.81888 -7.61554 0.104
H -0.77731 4.81176 -7.55013 0.065
H 2.25177 0.72107 5.43346 0.099
H 3.56480 4.40255 3.20803 0.122
H 0.64101 1.45642 3.90027 0.141
H 1.78042 -2.59221 5.04352 0.113
H -3.05001 -1.71042 -10.82506 0.138
H -5.23090 -0.32795 -0.01078 0.087
H 3.03994 -0.42754 -4.90563 0.069
H 2.79539 0.58469 7.84449 0.126
H -1.84141 -0.64204 -11.55315 0.134
H 2.23593 3.83430 0.85102 0.095
H -1.67064 4.90251 -3.47945 0.152
H -0.46018 -2.80910 4.02399 0.107
H 4.18104 -1.77018 -4.84663 0.089
H -0.71748 -1.21084 -9.52530 0.133
H 1.57269 -1.59230 -3.26838 0.125
H -2.98488 -2.56089 2.79039 0.092
H 6.13130 1.70384 0.52929 0.085
H -0.51630 5.97325 -6.24970 0.087
H -3.05857 4.26605 -6.51646 0.112
H 4.58266 1.87106 1.34403 0.057
H 3.52425 -1.22915 3.85240 0.109
H -1.12536 2.50352 -9.54323 0.125
H -3.89840 0.39225 -9.76470 0.182
H 2.06149 -3.89488 -3.95656 0.078
H -0.54106 1.18763 -10.53848 0.138
H -1.64112 -3.69968 2.55795 0.068
H -5.02146 0.17285 -1.65594 0.064
H -2.43550 1.80660 -11.85974 0.136
H 4.15408 -2.85198 -1.22004 0.102
H 3.67879 -3.80543 -3.26036 0.085
H -2.22038 -1.41581 -8.63141 0.140
H 2.56225 -2.01750 -5.51556 0.073
H 3.51723 4.80183 7.91863 0.126
H 2.88021 -0.11418 1.73484 0.091
H -3.31317 2.45865 -10.45993 0.134
H 3.76871 2.05851 -1.18382 0.118
H 2.73941 0.77408 -2.98538 0.098
H -2.72804 5.39796 -5.24621 0.122
```

- calculated total energy (eV) = -81694.3508
- HOMO energy (eV) = -8.35
- E_LUMO (eV) = -3.1146
- energy relative to the best compared isomer or geometry (same formula, charge and spin) (kcal per mole) = 9.0
- net charge = +1

---

[3]
The following is a quantum chemistry calculation of C28H31CsN7O as an isolated structure at a distorted geometry, from OMol25.

Structure (XYZ):
```
68
Properties=species:S:1:pos:R:3:lowdin_charge:R:1
Cs 0.41035 -0.46383 -0.49816 1.324
O -0.72593 -1.73312 1.33023 -0.415
N 0.53292 1.70205 5.23374 0.053
N -2.26747 -0.38890 -0.43532 -0.155
N 3.36793 0.87889 -1.05201 0.067
N -1.64895 2.14786 -1.09517 0.075
N 0.08051 1.29886 2.42258 -0.057
N 1.87584 -0.23775 -3.00619 -0.038
N -2.48401 -1.73930 -0.21431 0.023
C -1.35178 3.39050 -1.46105 -0.147
C -1.82091 -3.77733 0.82953 -0.150
C -3.06132 -5.83198 0.61487 -0.081
C 5.31376 0.98413 -2.42723 -0.008
C -0.87554 -5.85956 1.61252 -0.084
C -2.01787 -6.53455 1.20558 -0.092
C -3.91043 2.57092 -1.72621 -0.019
C 3.67776 -0.30756 -4.55473 -0.008
C 6.03126 1.58164 -1.40673 -0.051
C -3.24759 0.30857 -0.85711 -0.293
C -1.64628 -2.28877 0.65186 -0.580
C 0.08263 0.17553 3.34987 -0.202
C -0.78507 -4.48529 1.43241 -0.038
C -4.64879 -0.19565 -1.00921 -0.033
C 2.85274 -0.88541 -5.50786 -0.046
C 1.52853 -1.13232 -5.19614 -0.045
C 0.44548 2.89020 4.30152 -0.093
C 4.07308 1.45095 -0.08022 -0.143
C -3.58634 3.86764 -2.09742 -0.057
C 0.83666 2.43580 2.90276 -0.198
C -0.33844 0.55502 4.75327 -0.083
C 3.98044 0.64624 -2.21936 -0.204
C 3.15193 0.00632 -3.30746 -0.215
C 5.40066 1.82477 -0.19950 -0.059
C 1.09143 -0.78840 -3.92720 -0.156
C -2.96224 -4.46070 0.42210 -0.033
C -2.91989 1.73211 -1.23188 -0.224
C -2.27842 4.29338 -1.96695 -0.067
H 1.09472 3.66536 4.70474 0.135
H -0.55928 -0.61801 2.96320 0.099
H 5.92035 2.29031 0.62683 0.105
H -4.99408 -0.10979 -2.04260 0.087
H 1.90398 2.18127 2.90257 0.119
H -0.05718 -6.40189 2.07013 0.100
H 7.06825 1.85369 -1.55518 0.115
H -3.95447 -6.35769 0.30102 0.102
H -1.35899 0.93582 4.78411 0.139
H -0.31200 3.68624 -1.35227 0.104
H -0.84638 1.54344 2.09482 0.123
H 5.79492 0.79029 -3.37431 0.104
H -5.33890 0.38677 -0.39282 0.086
H 0.85003 -1.57872 -5.90965 0.111
H 4.71259 -0.11314 -4.79453 0.103
H -3.76428 -3.90875 -0.04923 0.102
H -4.92581 2.21420 -1.82843 0.105
H 1.50138 1.37901 5.26603 0.178
H 1.09357 -0.25313 3.37656 0.137
H 0.71995 3.28160 2.22580 0.134
H -2.09523 -7.60520 1.34912 0.101
H -0.59099 3.22184 4.34477 0.138
H -1.97353 5.29166 -2.25045 0.104
H 0.09070 -3.94296 1.76143 0.104
H -4.34788 4.53030 -2.48902 0.112
H -0.22724 -0.25371 5.47293 0.138
H 3.54491 1.62175 0.85457 0.093
H 0.05391 -0.95759 -3.63723 0.101
H -4.69487 -1.23683 -0.70943 0.059
H 0.28944 1.97120 6.18512 0.179
H 3.24577 -1.13830 -6.48402 0.115
```

- calculated total energy (eV) = -42559.1470
- HOMO energy (eV) = -9.28
- E_LUMO (eV) = -2.9619
- energy relative to the best compared isomer or geometry (same formula, charge and spin) (kcal per mole) = 38.6
- net charge = +1

---

[4]
The following is a quantum chemistry calculation of one molecule with the formula C4H7NO, from OMol25.

Structure (XYZ):
```
13
Properties=species:S:1:pos:R:3:lowdin_charge:R:1
O 1.05704 -2.03581 0.87412 0.110
N -0.84632 0.61595 0.42710 -0.042
C 0.60611 0.40213 0.24175 -0.289
C 0.37290 -1.08176 0.61721 -0.332
C 0.76596 0.70159 -1.24422 -0.059
C -1.13175 -0.80892 0.61274 -0.114
H -1.68666 -1.09057 1.50798 0.118
H -1.62094 -1.24711 -0.26808 0.117
H 1.32507 0.91430 0.90834 0.149
H 1.78249 0.73747 -1.61892 0.069
H 0.19218 -0.04420 -1.80987 0.086
H -1.14722 1.27836 1.12048 0.105
H 0.26998 1.66520 -1.42103 0.082
```

- calculated total energy (eV) = -7797.6395
- HOMO energy (eV) = -9.27
- E_LUMO (eV) = 0.9596
- energy relative to the best compared isomer or geometry (same formula, charge and spin) (kcal per mole) = 46.2
- SMILES = C[C@H]1NCC1=O

---

[5]
The following is a quantum chemistry calculation of a 5-piece molecular cluster, C22H21BF32O8S overall at a distorted geometry, from OMol25.

Structure (XYZ):
```
85
Properties=species:S:1:pos:R:3:lowdin_charge:R:1
S 11.10558 -0.18651 -3.59154 0.770
F -0.18486 -2.20312 -0.89210 0.131
F -1.56338 -1.06733 -3.89740 0.104
F 4.12866 3.06318 -3.37597 0.137
F 2.35595 0.93262 -0.54270 0.135
F 1.94360 4.59921 -3.44568 0.104
F 4.22275 4.84957 -2.10085 0.101
F -4.91049 0.84071 -1.23946 0.087
F -9.07797 -2.10053 2.26233 0.100
F -0.17871 -2.73708 -3.56541 0.106
F -7.31159 1.85323 4.38436 0.140
F -2.63960 -1.92236 4.98958 0.106
F -0.71798 -0.89368 5.24672 0.105
F 3.32715 -1.17162 4.25548 0.099
F -6.01772 3.36509 3.45686 0.102
F -4.10495 -1.82108 -3.35635 0.102
F 2.68552 0.35365 2.22616 0.090
F -5.67128 -0.09650 3.15126 0.097
F 1.39516 -2.18983 4.22412 0.099
F 1.37824 0.64398 3.95756 0.138
F -5.63071 -0.25946 -3.55641 0.101
F -2.86984 -0.90371 2.51274 0.118
F -1.20950 -2.28654 2.75964 0.166
F -4.69950 1.31304 4.51687 0.094
F -2.10589 -2.82592 -1.69923 0.162
F 1.48114 2.70975 -2.43675 0.093
F -3.32640 0.83217 -2.75565 0.143
F 3.99913 -0.44380 -0.18002 0.151
F 2.87927 0.53007 -3.34329 0.103
F -7.49909 -0.32323 1.05466 0.147
F -9.61270 0.02445 0.66265 0.141
F 2.26651 -1.19724 -2.14554 0.086
F -8.26683 -0.74914 3.78953 0.104
O 7.75196 -2.57741 -3.69934 0.210
O 6.56393 -0.97721 -2.43194 0.169
O 8.95354 -0.58318 -0.82597 0.134
O -8.58941 1.40248 2.02240 0.056
O -1.72345 -0.67269 -1.13715 0.051
O 4.45592 1.43329 -1.20917 0.051
O 10.15699 -2.16794 -1.90925 -0.084
O -0.83378 -0.06120 2.56348 0.049
C -0.62147 -1.56067 -3.06805 -0.287
C 2.16832 3.86693 -2.33392 -0.307
C 3.67314 3.60527 -2.22654 -0.442
C 9.00169 -1.40727 -1.72732 -0.338
C 3.27116 -0.31025 -2.36175 -0.262
C -1.63349 -1.05085 3.06567 -0.535
C -1.21947 -1.81594 -1.68142 -0.539
C -1.88240 -0.88434 4.57197 -0.287
C 0.45135 -0.28158 1.98967 -0.029
C 10.89792 -1.93199 -3.09602 -0.529
C -4.87311 -0.95012 -2.67588 -0.307
C 2.27222 -1.49630 3.47413 -0.304
C -5.31634 1.19201 3.31709 -0.309
C 1.65739 -0.19691 2.94047 -0.432
C -3.08151 -0.50238 -0.81373 -0.051
C 3.51374 0.45606 -1.05698 -0.539
C 4.18405 2.80617 -1.02189 -0.038
C -9.10216 -0.83502 2.73698 -0.286
C -4.00901 0.04724 -1.90110 -0.439
C -8.64904 0.10493 1.61174 -0.546
C -7.40199 2.16604 2.04180 -0.037
C -6.54036 2.11164 3.30900 -0.441
B 7.71959 -1.67441 -2.68488 -0.558
H 0.58199 0.56577 1.31953 0.139
H -5.52951 -1.49618 -1.99419 0.174
H 5.16206 3.23622 -0.81271 0.151
H 0.48167 -1.17527 1.36757 0.135
H -6.80159 2.00910 1.14610 0.144
H -2.40905 0.05408 4.75939 0.164
H 8.53919 -3.13784 -3.66259 0.101
H 11.88562 -2.35831 -2.93309 0.085
H 10.83700 0.37206 -2.41182 -0.133
H -10.11580 -0.57671 3.04892 0.176
H -3.06663 0.28037 -0.05729 0.139
H 0.20399 -0.85631 -2.99443 0.153
H 4.17694 -0.83385 -2.67070 0.158
H -3.50324 -1.39147 -0.34154 0.150
H 10.44368 -2.42076 -3.96314 0.069
H -7.75816 3.19426 2.00888 0.151
H 3.56636 2.97921 -0.13954 0.150
H -4.61012 1.47912 2.53300 0.169
H 2.62319 -2.11725 2.64558 0.174
H 1.81608 4.42494 -1.46216 0.173
H 6.69078 -0.01760 -2.49404 0.124
```

- calculated total energy (eV) = -138008.0288
- HOMO energy (eV) = -9.90
- E_LUMO (eV) = -0.2690
- SMILES = FC(F)C(F)(F)COC(F)(F)C(F)F.FC(F)C(F)(F)COC(F)(F)C(F)F.FC(F)C(F)(F)COC(F)(F)C(F)F.FC(F)C(F)(F)COC(F)(F)C(F)F.O=C(OCS)B(O)O